Record 1
{
  "formula": "C3H9NS",
  "method": "ωB97M-V/def2-TZVPD",
  "lumo_energy_ha": 0.0393,
  "homo_energy_ev": -8.53,
  "total_energy_ev": -15581.66671,
  "homo_lumo_gap_ev": 9.6018,
  "relative_energy_ev": 0.6639,
  "total_charge": 0,
  "elements": ["C", "S", "H", "H", "H", "C", "C", "N", "H", "H", "H", "H", "H", "H"],
  "coordinates": [[0.6000, -1.4565, -1.6617], [0.7446, -1.4234, 0.1371], [1.5983, -1.4539, -2.1167], [0.2278, -0.5048, -2.0146], [0.1046, -2.3688, -1.9752], [0.3273, 1.5492, 1.2062], [-0.7697, -0.4116, 0.4439], [-0.5260, 0.9885, 0.1787], [-0.1557, 1.4882, 2.1897], [1.3123, 1.1240, 1.2742], [0.5089, 2.5935, 0.9522], [-1.5194, -0.9052, -0.1697], [-1.0196, -0.6397, 1.4851], [-1.4334, 1.4203, 0.0707]],
  "lowdin_charge": [-0.4314, 0.7783, 0.0293, 0.0280, 0.0250, -0.1589, -0.5417, -0.1784, 0.0790, 0.0518, 0.0773, 0.0734, 0.0643, 0.1039]
}

---

Record 2
{
  "formula": "C3H9NS",
  "method": "ωB97M-V/def2-TZVPD",
  "lumo_energy_ha": 0.0279,
  "homo_energy_ev": -8.34,
  "total_energy_ev": -15574.75056,
  "homo_lumo_gap_ev": 9.0976,
  "relative_energy_ev": 7.5800,
  "total_charge": 0,
  "elements": ["C", "C", "C", "H", "H", "H", "H", "H", "H", "H", "H", "H", "N", "S"],
  "coordinates": [[1.1512, -1.5437, -1.4432], [-0.2419, -0.2875, 0.5906], [-0.2470, 1.3633, 0.9740], [2.0982, -2.0854, -0.9008], [0.3617, -2.1852, -1.2889], [1.5565, -1.7186, -2.5687], [-1.0604, -0.9400, 0.9105], [0.4973, -0.4417, 1.3297], [-0.0738, 1.6551, 2.1949], [0.9309, 1.5709, 0.0034], [-2.2324, 1.3535, 1.4371], [-1.6599, 1.2463, -0.6476], [-1.5702, 2.0186, 0.5516], [0.4897, -0.0057, -1.1425]],
  "lowdin_charge": [-0.5498, -0.4359, -0.4743, 0.1027, -0.0275, 0.0907, 0.0724, 0.0259, 0.1294, 0.1152, 0.1511, 0.1665, -0.1508, 0.7843]
}

---

Record 3
{
  "formula": "C3H9NS",
  "method": "ωB97M-V/def2-TZVPD",
  "lumo_energy_ha": 0.0393,
  "homo_energy_ev": -8.60,
  "total_energy_ev": -15581.40945,
  "homo_lumo_gap_ev": 9.6726,
  "relative_energy_ev": 0.9211,
  "total_charge": 0,
  "elements": ["C", "S", "H", "H", "H", "C", "C", "N", "H", "H", "H", "H", "H", "H"],
  "coordinates": [[2.0670, -1.2872, 0.6520], [0.8206, -0.1182, 1.4301], [2.9164, -0.6497, 0.4639], [2.3168, -1.8566, 1.5520], [1.5687, -1.8680, -0.1068], [-2.0943, 0.3855, -0.3884], [0.2762, 0.7706, -0.0379], [-0.7622, 0.2130, -0.8823], [-2.0936, 0.2641, 0.7020], [-2.8172, -0.3059, -0.8441], [-2.5679, 1.3736, -0.4768], [1.2203, 1.0139, -0.5235], [-0.1510, 1.7186, 0.3367], [-0.6999, 0.3462, -1.8769]],
  "lowdin_charge": [-0.3588, 0.7662, 0.0177, 0.0152, 0.0295, -0.1706, -0.5852, -0.1787, 0.0698, 0.0797, 0.0715, 0.0708, 0.0711, 0.1018]
}

---

Record 4
{
  "formula": "C3H9NS",
  "method": "ωB97M-V/def2-TZVPD",
  "lumo_energy_ha": 0.0304,
  "homo_energy_ev": -8.68,
  "total_energy_ev": -15577.74177,
  "homo_lumo_gap_ev": 9.5087,
  "relative_energy_ev": 4.5888,
  "total_charge": 0,
  "elements": ["C", "C", "C", "H", "H", "H", "H", "H", "H", "H", "H", "H", "N", "S"],
  "coordinates": [[0.2412, 1.4159, -0.0228], [0.6250, -0.0503, 0.6264], [-0.5580, -1.0488, 0.6935], [-0.4556, 0.9745, -0.9705], [-0.6067, 1.6172, 0.6132], [1.0041, 2.4224, -0.0378], [1.0501, 0.2208, 1.7644], [1.9875, -0.0654, -1.4170], [-0.2405, -2.0610, 0.7393], [-1.1586, -0.5153, 1.5722], [-2.1475, -0.6550, -1.0788], [-0.7348, -1.2342, -1.5276], [-1.0857, -0.4668, -0.7508], [2.0795, -0.5539, -0.2035]],
  "lowdin_charge": [-0.2101, -0.8318, -0.1800, 0.0841, 0.0119, 0.1299, 0.1342, -0.1585, 0.0712, 0.1423, 0.1198, 0.1315, -0.1486, 0.7039]
}

---

Record 5
{
  "formula": "C3H9NS",
  "method": "ωB97M-V/def2-TZVPD",
  "spin_multiplicity": 2,
  "lumo_energy_ha": [-0.1892, -0.1995],
  "homo_energy_ev": [-12.89, -12.48],
  "total_energy_ev": -15572.92010,
  "homo_lumo_gap_ev": [7.7461, 7.0537],
  "relative_energy_ev": 0.6968,
  "total_charge": 1,
  "elements": ["C", "S", "H", "H", "H", "C", "C", "N", "H", "H", "H", "H", "H", "H"],
  "coordinates": [[1.9607, 0.9438, -1.2547], [0.2809, 0.6399, -1.7284], [2.5579, 1.6207, -1.9156], [1.9751, 1.3410, -0.2797], [2.5149, 0.0704, -1.2256], [-0.0183, -1.5796, 1.8225], [-1.8722, -0.1928, 0.9207], [-0.9906, -0.4117, 1.8577], [0.1077, -1.9567, 2.8828], [0.8814, -1.1018, 1.4907], [-0.3428, -2.3529, 1.0649], [-2.2193, -0.9635, 0.2023], [-2.5419, 0.7163, 0.8127], [-0.9147, 0.2421, 2.6863]],
  "lowdin_charge": [-0.5562, 0.6041, 0.0609, -0.0004, 0.0041, 0.0089, 0.1070, -0.0131, 0.1229, 0.0768, 0.1237, 0.1217, 0.1399, 0.1997]
}

---

Record 6
{
  "formula": "C3H9NS",
  "method": "ωB97M-V/def2-TZVPD",
  "spin_multiplicity": 2,
  "lumo_energy_ha": [-0.2026, -0.2112],
  "homo_energy_ev": [-13.15, -12.75],
  "total_energy_ev": -15572.97202,
  "homo_lumo_gap_ev": [7.6413, 6.9974],
  "relative_energy_ev": 0.6449,
  "total_charge": 1,
  "elements": ["C", "S", "H", "H", "H", "C", "C", "N", "H", "H", "H", "H", "H", "H"],
  "coordinates": [[0.3262, 2.2351, 0.9849], [-1.0530, 1.3036, 0.3191], [0.1166, 2.7532, 1.9112], [0.6517, 3.0270, 0.3160], [1.0954, 1.4916, 1.1537], [0.1255, -2.7589, -0.5073], [1.0480, -0.6458, -1.1073], [0.4995, -1.3627, -0.2044], [-0.9427, -2.7971, -0.7056], [0.6387, -3.1027, -1.3933], [0.2678, -3.3945, 0.3639], [0.9599, -0.9646, -2.1356], [1.3429, 0.3791, -0.9413], [0.7447, -1.1717, 0.7632]],
  "lowdin_charge": [-0.5331, 0.6093, 0.0320, 0.0367, 0.0106, 0.0087, 0.1352, -0.0137, 0.1106, 0.1031, 0.1114, 0.1325, 0.0909, 0.1658]
}

---

Record 7
{
  "formula": "C3H9NS2",
  "method": "ωB97M-V/def2-TZVPD",
  "spin_multiplicity": 2,
  "lumo_energy_ha": [0.1105, 0.1090],
  "homo_energy_ev": [1.05, -1.50],
  "total_energy_ev": -26413.90624,
  "homo_lumo_gap_ev": [1.9560, 4.4667],
  "relative_energy_ev": 3.8416,
  "total_charge": -1,
  "elements": ["C", "S", "S", "H", "H", "H", "H", "C", "C", "N", "H", "H", "H", "H", "H"],
  "coordinates": [[0.2904, -2.1945, -3.0715], [0.4003, -1.1149, -1.6828], [-1.5741, -0.3215, -1.9065], [0.2330, -1.5912, -3.9874], [1.1749, -2.8095, -3.2262], [-0.6206, -2.7973, -3.1410], [-1.4345, 0.4044, -0.7898], [-0.6178, 0.3539, 2.2193], [0.1758, 1.3689, 1.6427], [0.8816, 2.2287, 2.4729], [-0.8208, 0.4083, 3.3016], [-0.5600, -0.7101, 1.9594], [0.0714, 1.6197, 0.5806], [1.7348, 2.7102, 2.2050], [0.6655, 2.4450, 3.4239]],
  "lowdin_charge": [-0.6071, 0.3807, 0.2843, 0.0161, 0.0258, 0.0222, -0.2318, -0.2479, -0.4821, -0.0868, -0.0586, -0.0667, 0.0060, 0.0215, 0.0244]
}

---

Record 8
{
  "formula": "C3H9NS2",
  "method": "ωB97M-V/def2-TZVPD",
  "lumo_energy_ha": 0.0292,
  "homo_energy_ev": -8.74,
  "total_energy_ev": -26416.56327,
  "homo_lumo_gap_ev": 9.5368,
  "relative_energy_ev": 1.1135,
  "total_charge": 0,
  "elements": ["C", "S", "S", "H", "H", "H", "H", "C", "C", "N", "H", "H", "H", "H", "H"],
  "coordinates": [[2.1559, -0.6138, -0.2101], [1.2316, 0.6144, -1.1824], [2.5646, 1.0055, -2.6884], [2.3905, -1.4606, -0.8454], [1.5021, -0.9251, 0.6053], [3.0417, -0.1459, 0.2069], [2.9826, 2.2102, -2.2645], [-1.2646, 0.0471, 1.5104], [-2.8250, -0.3128, -0.1612], [-1.6612, -0.5549, 0.2461], [-0.7204, -0.6880, 2.1029], [-2.1239, 0.4178, 2.0777], [-0.5779, 0.8728, 1.3252], [-3.1206, -0.7125, -1.1300], [-3.5753, 0.2457, 0.4074]],
  "lowdin_charge": [-0.4722, 0.3164, 0.2917, 0.0257, 0.0141, 0.0257, -0.2026, -0.1603, -0.0800, -0.0929, 0.0689, 0.0683, 0.0598, 0.0657, 0.0718]
}

---

Record 9
{
  "formula": "C3H9NS2",
  "method": "ωB97M-V/def2-TZVPD",
  "lumo_energy_ha": 0.0199,
  "homo_energy_ev": -8.16,
  "total_energy_ev": -26415.47860,
  "homo_lumo_gap_ev": 8.7042,
  "relative_energy_ev": 2.1982,
  "total_charge": 0,
  "elements": ["C", "S", "S", "H", "H", "H", "H", "C", "C", "N", "H", "H", "H", "H", "H"],
  "coordinates": [[0.9224, -1.5503, 1.0304], [1.2143, -1.2255, 2.7755], [3.1314, -1.5522, 3.4737], [-0.0303, -1.1016, 0.7635], [1.6052, -1.0234, 0.3785], [0.8064, -2.5861, 0.7243], [3.7207, -1.6723, 2.2912], [-1.7437, 1.0978, -2.3556], [-1.2256, 1.5832, -0.1421], [-2.0498, 1.0566, -0.9385], [-2.4738, 1.5439, -3.0319], [-0.9208, 1.8198, -2.4580], [-1.3648, 0.2234, -2.8802], [-1.2420, 1.2549, 0.9319], [-0.3497, 2.1318, -0.5627]],
  "lowdin_charge": [-0.4869, 0.3347, 0.2808, 0.0103, 0.0283, 0.0340, -0.2119, -0.1618, -0.0898, -0.0928, 0.0698, 0.0535, 0.0749, 0.0806, 0.0764]
}

---

Record 10
{
  "formula": "C3H9NS2",
  "method": "ωB97M-V/def2-TZVPD",
  "lumo_energy_ha": 0.0325,
  "homo_energy_ev": -8.31,
  "total_energy_ev": -26416.99583,
  "homo_lumo_gap_ev": 9.1916,
  "relative_energy_ev": 0.6809,
  "total_charge": 0,
  "elements": ["N", "C", "C", "S", "S", "C", "H", "H", "H", "H", "H", "H", "H", "H", "H"],
  "coordinates": [[2.7929, -0.4229, -0.2604], [1.4626, -1.0782, -0.2955], [0.3682, -0.0729, -0.5700], [0.3256, 1.2053, 0.7444], [-1.3964, 0.8544, 1.7804], [-2.8356, 1.1186, 0.7417], [3.4602, -1.1842, -0.1958], [2.9703, -0.0606, -1.1971], [1.3171, -1.9744, -0.9004], [1.3583, -1.4433, 0.7256], [0.2477, 0.2414, -1.6057], [-0.5734, -0.5533, -0.3598], [-2.6174, 1.4327, -0.2751], [-3.2907, 0.1641, 0.4943], [-3.5894, 1.7733, 1.1734]],
  "lowdin_charge": [-0.0157, -0.3756, -0.5384, 0.4692, 0.4201, -0.4868, 0.0621, 0.0651, 0.1041, 0.1005, 0.0787, 0.0345, 0.0335, 0.0204, 0.0285]
}